1.
Molecular formula: C10H19ClINO7P
Method: DFT, ωB97M-V/def2-TZVPD

Computed properties:
**E**: -56412.837 eV
**Kohn-Sham gap**: 6.727 eV
**Total charge**: -1
**Spin multiplicity**: 1

Positions of all 40 atoms, in Å:
1 H 1.94 2.90 0.50
2 H -3.91 1.89 -2.08
3 C 2.91 2.77 -0.09
4 O 1.01 -1.91 2.72
5 H 1.73 1.08 3.45
6 C -1.96 3.33 -0.91
7 N 3.84 1.71 0.44
8 O 1.25 -3.64 1.35
9 H 3.39 3.81 -0.18
10 P 3.54 1.31 2.14
11 H -0.62 1.70 -1.18
12 C -3.65 0.63 -0.32
13 H -1.39 -3.37 1.11
14 O 3.31 2.63 -2.62
15 O 1.86 1.31 2.50
16 H -0.24 -5.05 0.94
17 H -1.49 -2.08 2.29
18 C -1.23 2.35 -1.79
19 H -0.09 -3.41 -1.02
20 O -3.20 3.01 -0.47
21 C 0.71 -4.69 0.54
22 C 0.60 -4.25 -0.91
23 O 1.39 1.60 -1.76
24 H -3.78 0.71 0.76
25 C 0.51 -2.66 1.91
26 H 1.57 -3.91 -1.28
27 H -4.30 -0.17 -0.69
28 O -1.42 4.34 -0.52
29 C -3.99 1.94 -1.00
30 C 2.46 2.28 -1.58
31 H -0.92 -1.72 0.64
32 H -1.89 1.76 -2.42
33 H -0.59 2.92 -2.47
34 C -0.90 -2.45 1.45
35 H -2.62 0.34 -0.50
36 H 0.24 -5.07 -1.54
37 H 1.42 -5.52 0.60
38 H -5.03 2.20 -0.78
39 Cl 5.41 2.49 0.47
40 I 4.16 -1.11 2.29



2.
Molecular formula: C10H19ClN2O6P2
Method: DFT, ωB97M-V/def2-TZVPD

Computed properties:
**E**: -57039.574 eV
**Kohn-Sham gap**: 6.786 eV
**Spin multiplicity**: 1

Positions of all 40 atoms, in Å:
1 O -4.71 1.11 -1.12
2 H 2.80 -0.68 -1.48
3 P -3.92 0.06 -0.24
4 H -4.31 1.22 -2.00
5 C 0.05 0.73 0.45
6 C 1.10 -0.37 0.55
7 H -2.15 1.61 -0.67
8 H -1.18 -0.65 -0.54
9 O 2.55 2.03 -1.63
10 C 2.67 2.19 -0.30
11 C 3.33 1.10 0.54
12 H 0.58 -4.99 0.57
13 O 2.24 3.17 0.23
14 O -3.56 -1.15 -1.23
15 N -1.20 -0.02 0.27
16 O -4.68 -0.31 0.95
17 H -0.36 -0.09 -1.72
18 H -0.04 1.33 1.35
19 H 1.97 0.85 2.13
20 H 3.09 1.30 -1.96
21 H 4.04 0.50 -0.04
22 H 3.91 1.64 1.28
23 C -2.36 0.89 0.14
24 H -0.05 1.85 -2.44
25 H -2.47 1.45 1.07
26 P 1.50 -1.09 -1.13
27 C 0.40 -2.81 1.14
28 C 0.51 -3.95 0.77
29 H 2.88 -0.61 1.71
30 O -1.01 1.76 -2.50
31 N 0.35 -0.68 -2.11
32 Cl 0.79 -1.33 3.27
33 H -2.76 -0.99 -1.75
34 C 2.32 0.24 1.31
35 H 1.61 -2.48 -1.10
36 H 0.12 1.32 -0.49
37 H -1.84 -1.81 1.34
38 H -1.49 -0.42 2.31
39 C -1.17 -0.97 1.43
40 C 0.37 -1.41 1.52



3.
Molecular formula: C10H19CrN2
Method: DFT, ωB97M-V/def2-TZVPD

Computed properties:
**E**: -42062.723 eV
**Kohn-Sham gap (spin up / spin down)**: 6.684 / 8.014 eV
**Relative energy (zero: lowest compared OMol25 entry of this formula, charge and spin)**: 36.0 kJ/mol
**Total charge**: +2
**Spin multiplicity**: 4

Positions of all 32 atoms, in Å:
1 C 0.36 -0.33 -3.21
2 H 3.86 -1.64 2.79
3 C 3.44 -1.06 1.96
4 C 2.55 0.03 2.53
5 H 3.38 -2.54 0.40
6 C -1.37 1.05 -0.20
7 H -0.59 3.09 0.32
8 H 3.05 0.66 3.27
9 H -1.54 1.10 -1.28
10 H 0.89 -0.05 3.90
11 C -0.47 -1.32 -2.86
12 H -0.20 -2.39 -2.91
13 H 4.29 -0.59 1.46
14 H 2.30 0.73 1.69
15 C -0.93 1.63 2.02
16 H 1.33 -0.50 -3.70
17 H -2.32 -0.94 0.28
18 H 1.17 -1.74 -0.41
19 H -0.63 2.22 2.91
20 H 2.37 -0.74 -0.58
21 C -1.78 -0.05 0.63
22 N 1.27 -0.53 3.08
23 H 0.08 0.72 -3.05
24 C -1.58 0.32 2.02
25 H 2.06 -2.69 1.57
26 N 1.80 -1.18 0.15
27 C 2.69 -1.98 1.03
28 Cr 0.42 0.12 1.29
29 H 1.27 -1.53 3.26
30 H -1.92 -0.24 2.90
31 H -1.50 -1.09 -2.57
32 C -0.86 2.08 0.63



4.
Molecular formula: C10H19F6N3O5S4Y
Method: DFT, ωB97M-V/def2-TZVPD

Computed properties:
**E**: -86072.039 eV
**Kohn-Sham gap**: 8.937 eV
**Relative energy (zero: lowest compared OMol25 entry of this formula, charge and spin)**: 0.0 kJ/mol
**Total charge**: +1
**Spin multiplicity**: 1

Positions of all 48 atoms, in Å:
1 N -1.66 1.63 -1.01
2 C 2.05 -2.77 0.23
3 H -0.17 2.27 -2.39
4 H 1.46 -2.86 1.13
5 H 1.06 1.76 2.86
6 S 0.77 -0.41 -2.66
7 F -2.87 -5.22 0.81
8 C -1.25 2.17 -2.32
9 H 3.05 -2.40 0.44
10 S -3.26 -0.98 2.04
11 H 2.34 0.93 -0.41
12 C -2.98 -4.45 -0.25
13 H 2.45 0.04 1.12
14 H 2.11 -3.72 -0.29
15 O 1.34 -1.81 -0.60
16 C 0.25 2.46 0.34
17 F -4.22 -4.42 -0.69
18 H -1.57 1.50 -3.12
19 O -1.05 -2.77 0.62
20 C -1.24 2.55 0.07
21 C -3.14 1.55 -1.03
22 H -3.52 1.23 -0.06
23 Y -0.62 -0.55 -0.41
24 N -3.48 -2.37 1.31
25 H 0.81 2.63 -0.58
26 F -1.39 -2.13 3.47
27 O -4.46 -0.28 2.32
28 H -1.81 2.29 0.97
29 C 1.87 -1.49 -1.87
30 F -2.16 -4.86 -1.20
31 H 0.59 0.06 2.70
32 H -1.50 3.58 -0.19
33 N 0.66 1.13 0.87
34 F -2.25 -0.34 4.34
35 S -2.46 -2.73 0.20
36 C 2.12 0.96 0.66
37 H -1.71 3.15 -2.49
38 H -3.58 2.52 -1.26
39 S 3.27 -2.08 -2.39
40 F -3.38 -2.19 4.35
41 H 2.67 1.79 1.11
42 C 0.40 1.07 2.33
43 H -0.63 1.32 2.55
44 O -2.55 -1.88 -0.99
45 O -2.17 -0.22 1.40
46 C -2.52 -1.45 3.67
47 H -3.46 0.83 -1.79
48 H 0.55 3.24 1.05



5.
Molecular formula: C10H19F6O9S2
Method: DFT, ωB97M-V/def2-TZVPD

Computed properties:
**E**: -67082.686 eV
**Kohn-Sham gap**: 9.055 eV
**Total charge**: -1
**Spin multiplicity**: 1

Positions of all 46 atoms, in Å:
1 H -2.16 -2.28 -0.84
2 C -0.85 2.53 0.73
3 S -0.16 -0.42 -2.98
4 H 0.42 -0.75 0.01
5 H 0.54 4.56 2.38
6 H 0.32 3.75 -0.55
7 F 5.24 -2.36 1.12
8 H 1.78 4.58 1.07
9 C -0.22 3.89 0.38
10 F -2.65 -1.28 -3.00
11 H -3.07 -3.44 0.21
12 C -1.58 -2.28 1.28
13 O 0.21 1.82 1.32
14 F 5.59 -3.67 -0.58
15 O 0.25 -0.98 -1.70
16 H 2.19 2.33 1.23
17 H -1.63 2.69 1.49
18 F -2.40 0.36 -1.58
19 H -3.49 -0.50 2.47
20 S 4.32 -1.36 -1.20
21 H -0.56 -2.48 0.96
22 H 1.40 2.35 2.80
23 C 1.28 2.66 1.76
24 H -0.91 4.70 0.18
25 H -1.72 -2.90 2.17
26 O 0.38 0.89 -3.28
27 C -3.68 -1.41 0.42
28 O 3.78 -2.03 -2.35
29 O 3.42 -0.57 -0.35
30 H -1.31 1.98 -0.09
31 H 2.03 -0.56 0.32
32 H -3.03 0.58 1.16
33 F 3.58 -3.40 0.21
34 F -2.43 0.78 -3.68
35 O 5.55 -0.62 -1.49
36 O -1.71 -0.88 1.59
37 H -4.57 -1.83 0.90
38 C 0.87 4.11 1.44
39 O -0.03 -1.37 -4.08
40 O 1.10 -0.65 0.74
41 C -2.03 -0.11 -2.78
42 H -4.01 -0.90 -0.48
43 H 0.85 0.24 1.10
44 C -3.06 -0.47 1.47
45 C -2.59 -2.46 0.14
46 C 4.75 -2.80 -0.04



6.
Molecular formula: C10H19IN2O3
Method: DFT, ωB97M-V/def2-TZVPD

Computed properties:
**E**: -27900.285 eV
**SMILES**: C[C@@H](I)C[C@H]1C(=O)OC[C@@H]1N.CNC(C)=O
**Kohn-Sham gap**: 9.780 eV
**Spin multiplicity**: 1

Positions of all 35 atoms, in Å:
1 H -3.59 0.57 -1.14
2 H -0.03 -0.13 -2.08
3 I -4.31 2.17 3.62
4 H -1.28 0.96 3.60
5 H 4.29 -0.36 0.52
6 H -4.53 1.53 0.64
7 C -2.72 0.96 -0.51
8 C 4.80 -2.99 -0.72
9 C -1.49 1.55 2.63
10 O 1.78 -1.05 -1.16
11 C -3.40 1.71 0.74
12 H -0.68 1.33 1.86
13 H -1.26 -0.42 0.76
14 C 2.96 -1.27 -0.90
15 H 3.36 0.78 -0.47
16 C -2.08 2.12 -1.41
17 H -2.96 -1.57 -0.82
18 H 4.72 -0.08 -1.20
19 C -0.41 0.54 -1.23
20 H 5.46 -2.18 -0.42
21 C -2.97 1.16 2.17
22 H -1.44 -2.12 -0.62
23 N -1.98 -1.34 -1.04
24 H 5.19 -3.46 -1.62
25 O -0.71 1.87 -1.74
26 H 0.53 0.70 -0.60
27 C -1.54 -0.10 -0.28
28 H -1.45 2.65 2.91
29 H 4.76 -3.73 0.08
30 C 3.90 -0.17 -0.49
31 O -2.57 3.19 -1.81
32 N 3.45 -2.53 -0.98
33 H -3.29 2.86 0.70
34 H 2.76 -3.21 -1.26
35 H -3.22 0.06 2.28



7.
Molecular formula: C10H19N2
Method: DFT, ωB97M-V/def2-TZVPD

Computed properties:
**E**: -13651.202 eV
**SMILES**: CC1=CC=C[C@H](N)[C@]1([NH3+])C(C)C
**Kohn-Sham gap**: 9.590 eV
**Relative energy (zero: lowest compared OMol25 entry of this formula, charge and spin)**: 166.0 kJ/mol
**Total charge**: +1
**Spin multiplicity**: 1

Positions of all 31 atoms, in Å:
1 H -0.02 2.29 1.05
2 C -0.43 -1.56 -0.58
3 N 0.74 -2.22 -1.15
4 H -2.85 2.36 -0.60
5 C 0.72 0.25 0.95
6 H -2.12 1.63 -2.02
7 H -0.88 -3.08 1.01
8 C 0.93 1.76 1.08
9 H 0.11 0.63 -2.29
10 H -3.50 0.27 0.79
11 N 0.71 0.29 -1.53
12 C -1.70 0.64 -0.20
13 H -2.70 -1.72 1.99
14 C -2.50 -0.08 0.58
15 H 0.48 -3.02 -1.72
16 C -1.95 1.87 -0.97
17 H -1.13 2.58 -0.91
18 H 1.59 2.16 0.32
19 H 1.93 -1.54 1.24
20 H 2.70 -0.33 0.20
21 H 1.39 1.98 2.04
22 H 1.43 0.98 -1.32
23 H 2.60 -0.08 1.93
24 C -2.12 -1.36 1.15
25 H 1.37 -2.56 -0.43
26 H 0.10 -0.07 1.79
27 C -0.05 -0.10 -0.32
28 H 1.10 -0.70 -1.77
29 C -1.14 -2.10 0.63
30 H -1.19 -1.54 -1.39
31 C 2.07 -0.47 1.07



8.
Molecular formula: C10H19N2OS
Method: DFT, ωB97M-V/def2-TZVPD

Computed properties:
**E**: -26534.932 eV
**SMILES**: Cc1ccc(CNCC[NH2+]CCO)s1
**Kohn-Sham gap**: 8.916 eV
**Relative energy (zero: lowest compared OMol25 entry of this formula, charge and spin)**: 15.8 kJ/mol
**Total charge**: +1
**Spin multiplicity**: 1

Positions of all 33 atoms, in Å:
1 H -1.91 0.71 0.22
2 C 1.08 -0.86 0.39
3 H -1.71 -1.52 3.96
4 C 0.51 2.64 -0.85
5 N 0.14 -2.30 2.06
6 H 1.47 -0.05 1.00
7 H 1.25 -2.31 3.84
8 N -0.37 -0.67 0.25
9 H 2.23 -2.27 1.61
10 H -0.51 1.19 1.20
11 H 0.56 -0.72 3.41
12 H 0.83 3.12 0.05
13 H -1.75 -3.85 4.65
14 H -0.24 -3.24 2.18
15 H 1.14 3.38 -4.82
16 H 1.20 -3.03 0.39
17 H 1.62 -0.85 -0.56
18 H -0.64 -1.96 5.32
19 C 0.85 3.11 -2.14
20 C 0.34 2.35 -3.15
21 H -0.48 2.71 -5.08
22 O -1.12 -3.51 4.00
23 C 1.27 -2.21 1.11
24 H 0.91 1.64 -5.08
25 C -0.81 0.73 0.26
26 C -0.85 -2.14 4.26
27 C -0.27 1.53 -0.88
28 H 1.46 3.98 -2.31
29 C 0.49 2.53 -4.62
30 C 0.38 -1.80 3.42
31 H -0.70 -1.10 -0.61
32 H -0.55 -1.65 1.49
33 S -0.59 1.03 -2.52



9.
Molecular formula: C10H19N3O4
Method: DFT, ωB97M-V/def2-TZVPD

Computed properties:
**E**: -23336.790 eV
**SMILES**: CC[C@H](C)[C@H](NC(=O)[C@@H](N)CC(N)=O)C(=O)O
**Kohn-Sham gap**: 9.573 eV
**Relative energy (zero: lowest compared OMol25 entry of this formula, charge and spin)**: 381.6 kJ/mol
**Spin multiplicity**: 1

Positions of all 36 atoms, in Å:
1 H 1.93 -2.31 -0.86
2 C -1.03 1.83 0.86
3 N -1.88 1.39 -1.48
4 H -0.98 1.70 -1.80
5 H 4.56 1.08 -1.45
6 H 2.10 1.24 -0.83
7 C 2.58 0.28 -0.84
8 H -2.86 2.40 0.43
9 H -1.92 -0.47 -1.96
10 H 3.29 -2.12 0.35
11 C -3.09 -1.02 -0.44
12 C 0.32 -0.15 0.29
13 H -0.28 -0.39 -0.63
14 C 2.15 -1.89 0.16
15 C -3.19 0.40 0.19
16 N 0.11 1.19 0.80
17 H -3.56 0.32 1.25
18 H -4.20 0.54 -0.29
19 C -2.23 1.57 -0.05
20 H 2.31 -0.23 -1.84
21 O -3.86 -1.82 0.15
22 H -0.43 -1.03 3.35
23 H 4.44 1.43 0.09
24 H 0.74 1.28 1.59
25 N -2.19 -1.27 -1.40
26 O -0.21 -0.39 2.65
27 H 2.19 -0.05 1.28
28 H -2.02 -2.13 -1.93
29 O -0.78 -2.19 1.21
30 H 1.66 -2.63 0.81
31 H 4.47 -0.33 -0.42
32 C -0.27 -1.10 1.50
33 H -2.61 1.89 -1.99
34 C 4.11 0.60 -0.64
35 C 1.87 -0.45 0.33
36 O -1.20 2.82 1.56



10.
Molecular formula: C10H19NO4S
Method: DFT, ωB97M-V/def2-TZVPD

Computed properties:
**E**: -31192.849 eV
**SMILES**: CCN(CC[C@@H]1CCS(=O)(=O)OC1)C(C)=O
**Kohn-Sham gap**: 9.974 eV
**Relative energy (zero: lowest compared OMol25 entry of this formula, charge and spin)**: 133.9 kJ/mol
**Spin multiplicity**: 1

Positions of all 35 atoms, in Å:
1 C 2.31 -1.48 -0.52
2 O -4.19 -1.04 -1.43
3 C 2.70 0.81 -0.04
4 O -1.83 -1.76 -1.49
5 H 3.35 2.45 -1.25
6 H 2.20 2.90 0.04
7 H 1.78 -3.25 -1.59
8 N 1.67 -0.18 -0.23
9 H 0.04 -1.06 0.71
10 C -1.19 1.07 -0.87
11 O -2.47 0.64 -1.41
12 C -1.25 1.31 0.64
13 H 0.74 1.85 1.26
14 C 0.08 0.99 1.35
15 C 1.29 -2.54 -0.92
16 H -0.43 0.36 -1.17
17 H 2.98 -1.32 -1.36
18 C -2.73 -0.81 0.77
19 H -3.73 -1.12 1.09
20 H -0.97 2.01 -1.37
21 H 0.90 -3.10 -0.08
22 H 0.48 -2.09 -1.49
23 C -2.47 0.61 1.26
24 H -1.44 2.37 0.80
25 H -2.39 0.65 2.35
26 H -2.01 -1.53 1.11
27 O 3.74 0.58 0.54
28 H 1.36 -0.68 1.80
29 H 1.63 2.08 -1.41
30 C 2.46 2.15 -0.71
31 H -0.14 0.90 2.41
32 C 0.79 -0.30 0.93
33 H 2.93 -1.81 0.31
34 H -3.35 1.20 1.00
35 S -2.83 -0.85 -1.02



11.
Molecular formula: C10H19NOPbSi
Method: DFT, ωB97M-V/def2-TZVPD

Computed properties:
**E**: -27338.236 eV
**Kohn-Sham gap (spin up / spin down)**: 6.728 / 6.728 eV
**Relative energy (zero: lowest compared OMol25 entry of this formula, charge and spin)**: 0.0 kJ/mol
**Spin multiplicity**: 1

Positions of all 33 atoms, in Å:
1 H 3.34 -1.54 0.02
2 C 0.75 2.86 0.40
3 H -2.62 3.39 0.52
4 N 0.97 1.55 -1.65
5 H 0.66 -3.64 2.71
6 C 0.71 -3.47 -0.63
7 O 0.35 -0.95 0.30
8 H 2.60 2.38 -0.50
9 H 1.14 2.49 1.37
10 H 1.54 3.59 -1.45
11 H -0.87 -2.81 2.23
12 C 0.21 -2.69 2.39
13 C 1.57 2.62 -0.87
14 C -2.68 2.48 -0.08
15 C -2.85 0.27 -0.70
16 Si 1.08 -2.29 0.78
17 H -0.37 -3.58 -0.77
18 H 1.16 -4.41 -0.31
19 H -2.37 0.65 -2.86
20 H 3.06 -1.10 1.73
21 C -2.96 1.17 0.40
22 C -2.50 1.02 -1.86
23 H -3.03 -0.80 -0.67
24 H 1.16 -3.12 -1.57
25 H 1.39 1.33 -2.57
26 H 0.09 3.72 0.44
27 H 0.37 -1.91 3.13
28 C 2.90 -1.87 0.97
29 H -3.19 0.90 1.43
30 H -2.13 3.22 -2.12
31 Pb -0.44 0.96 -0.02
32 H 3.35 -2.82 1.29
33 C -2.39 2.40 -1.47



12.
Molecular formula: C10H20BF4N3O5PPtS
Method: DFT, ωB97M-V/def2-TZVPD

Computed properties:
**E**: -60322.077 eV
**Kohn-Sham gap**: 7.874 eV
**Relative energy (zero: lowest compared OMol25 entry of this formula, charge and spin)**: 134.0 kJ/mol
**Total charge**: +1
**Spin multiplicity**: 1

Positions of all 46 atoms, in Å:
1 S 1.41 -1.49 -1.47
2 H -2.15 0.04 -2.76
3 C -2.53 1.03 -2.51
4 O 0.27 2.68 -0.46
5 F 2.27 0.86 3.55
6 O -1.87 1.99 0.56
7 H 6.24 -0.84 1.30
8 H -3.90 -4.31 -1.33
9 N -1.59 -0.71 1.27
10 C 4.12 -1.05 1.40
11 H -2.13 4.04 0.18
12 C 2.95 -1.26 -0.65
13 N -2.77 -1.46 1.04
14 F 0.15 1.47 2.82
15 H 4.00 -0.97 2.47
16 C 5.33 -0.97 0.74
17 C -3.04 -2.14 -0.13
18 H -3.39 -1.55 1.83
19 N 2.99 -1.22 0.70
20 H 1.27 3.13 -2.21
21 H 2.19 3.28 -0.68
22 Pt -0.20 -0.49 -0.30
23 B 1.32 0.78 2.57
24 H 2.11 -1.20 1.22
25 H -1.14 3.62 1.61
26 C 5.33 -1.04 -0.65
27 H -4.80 -2.90 -1.95
28 C -2.01 3.36 1.02
29 O -1.47 1.85 -1.96
30 P -0.83 1.57 -0.55
31 H 4.13 -1.24 -2.42
32 H 1.86 1.67 -1.36
33 H -1.86 0.21 1.61
34 H -2.87 1.55 -3.40
35 H 6.27 -0.97 -1.19
36 C 1.48 2.68 -1.24
37 H -5.58 -4.00 -0.78
38 H -1.01 -1.15 2.00
39 O -2.36 -2.16 -1.12
40 C 4.14 -1.19 -1.35
41 F 0.93 -0.65 2.46
42 C -4.64 -3.54 -1.09
43 F 1.85 1.14 1.32
44 O -4.20 -2.76 0.04
45 H -2.91 3.37 1.64
46 H -3.35 0.95 -1.79



13.
Molecular formula: C10H20BiClIN2OPSe
Method: DFT, ωB97M-V/def2-TZVPD

Computed properties:
**E**: -116802.310 eV
**Kohn-Sham gap (spin up / spin down)**: 5.952 / 5.249 eV
**Relative energy (zero: lowest compared OMol25 entry of this formula, charge and spin)**: 308.8 kJ/mol
**Total charge**: +2
**Spin multiplicity**: 1

Positions of all 38 atoms, in Å:
1 H 3.74 -1.42 -0.51
2 P -2.75 -0.74 -0.49
3 H 2.24 3.30 2.75
4 H -2.76 -0.80 1.92
5 C 3.30 0.98 3.02
6 C 2.95 0.66 0.80
7 Se 2.55 1.07 -0.95
8 C -4.06 0.51 -0.42
9 N 3.44 -0.48 1.34
10 H 4.04 -1.11 3.26
11 H -4.01 1.19 -1.30
12 C -3.42 -1.97 -1.64
13 H -0.13 -1.06 -3.99
14 C -2.91 -1.54 1.14
15 C -0.49 0.01 -4.22
16 H -4.39 -2.24 -1.25
17 Cl 0.28 -1.56 0.18
18 H 3.04 -2.45 0.80
19 C 3.78 -1.67 0.57
20 N 2.86 1.54 1.83
21 Bi -0.20 -0.05 -1.88
22 O -1.10 2.54 0.85
23 C -1.02 1.47 0.46
24 H 4.78 -2.00 0.86
25 H -3.98 1.12 0.50
26 H -2.14 -2.30 1.22
27 H 0.26 0.58 -4.74
28 C 2.50 2.94 1.76
29 H -1.42 -0.03 -4.80
30 C 3.66 -0.34 2.68
31 H 3.31 3.56 1.36
32 H -3.52 -1.56 -2.64
33 H -3.90 -1.97 1.20
34 I -1.71 2.16 -2.63
35 H -5.05 -0.02 -0.42
36 H -2.77 -2.82 -1.65
37 H 1.65 3.05 1.10
38 H 3.33 1.43 3.94



What are the maximum force values for these records? In order: 0.1165; 0.0527; 0.0227; 0.0042; 0.0573; 0.0794; 0.0847; 0.0132; 0.0948; 0.0169; 0.0447; 0.0202; 0.0967 Eh/bohr.